1.
Entry from the OMol25 dataset: the molecule C4H6N2S at a distorted geometry (ωB97M-V with the def2-TZVPD basis set).

Element x y z (Å)
S1 -0.0461 1.9247 -1.1600
C1 -0.1455 0.1914 -1.1350
C2 -0.7315 -0.5813 0.0612
C3 -0.5820 0.1138 1.3254
N1 0.5933 0.2740 1.7570
N2 1.4770 -0.0945 0.7417
C4 0.6668 -0.6523 -0.3066
H1 -1.4423 2.0870 -1.2838
H2 -0.4277 -0.4297 -2.0452
H3 -1.4885 -1.2541 -0.0961
H4 -1.3852 0.3485 1.9508
H5 2.4814 -0.3598 1.0307
H6 1.0301 -1.5677 -0.8400

energy above the lowest of the compared OMol25 structures with the same formula, charge and spin: 3.162 eV
spin multiplicity: 1
E_LUMO: 0.775 eV
maximum force: 5.53 eV/A
total charge: 0
HOMO energy: -0.30926 Eh

2.
Entry from the OMol25 dataset: a cluster of 9 separate species, C46H106N8O16 in total at a distorted geometry (ωB97M-V with the def2-TZVPD basis set).

Element x y z (Å)
C1 11.0765 1.2754 9.0410
C2 11.8180 1.8667 10.1012
C3 11.9021 1.1751 11.4913
O1 12.5537 1.5967 12.4576
C4 11.2033 -0.0463 11.6126
C5 10.4966 -0.7069 10.5868
C6 10.4350 0.0088 9.2073
O2 9.7984 -0.5414 8.2799
O3 9.8780 -1.7725 10.7478
O4 12.4809 2.9044 9.9368
H1 11.0629 1.8362 8.1157
H2 11.2154 -0.6469 12.5256
C7 13.2977 -2.7374 13.3448
C8 12.4266 -3.3366 14.4350
C9 12.7037 -2.8058 15.8106
O5 14.0065 -3.1558 16.2033
C10 14.3651 -2.4441 17.3133
N1 11.0093 -3.1240 14.0562
H3 13.1511 -1.6802 13.1051
H4 13.2724 -3.2237 12.3697
H5 14.3186 -2.8015 13.7629
H6 12.6425 -4.4106 14.4841
H7 11.9484 -3.1725 16.5239
H8 12.5581 -1.7104 15.8540
H9 15.2994 -2.8029 17.7401
H10 13.6348 -2.4461 18.1384
H11 14.4780 -1.3762 17.0758
H12 10.8596 -2.1150 14.1553
H13 10.9416 -3.2034 13.0381
C11 6.2150 -0.0917 16.8039
C12 7.1468 -0.9743 15.9617
C13 8.4669 -0.3097 15.6854
O6 8.1873 0.8762 14.9754
C14 9.3582 1.4573 14.4085
N2 7.3681 -2.2318 16.7142
H14 6.6845 0.6246 17.4809
H15 5.4310 -0.6714 17.2944
H16 5.6847 0.5775 16.1102
H17 6.5962 -1.1883 15.0404
H18 9.1657 -0.9573 15.1385
H19 8.9470 -0.0477 16.6434
H20 10.0743 1.8159 15.1668
H21 9.0536 2.3694 13.8907
H22 9.8574 0.7883 13.7001
H23 7.9177 -2.8913 16.1697
H24 6.4677 -2.6380 16.9283
C15 15.1164 4.5088 6.8995
C16 15.5278 3.9294 8.2574
C17 16.8598 3.2449 8.1635
O7 16.9578 2.3951 9.2496
C18 17.9738 1.4675 9.2835
N3 15.5543 4.9501 9.3197
H25 15.1926 3.7638 6.1010
H26 15.7373 5.3689 6.5692
H27 14.1544 5.0293 6.9295
H28 14.7612 3.1836 8.4954
H29 17.7558 3.8728 8.0423
H30 16.8048 2.6286 7.2453
H31 18.9512 1.8750 8.9709
H32 17.7516 0.6014 8.6346
H33 18.0791 1.0632 10.2892
H34 16.2917 5.6272 9.0964
H35 14.7124 5.5166 9.2497
C19 2.9739 -1.1168 7.9167
C20 4.5031 -1.3197 7.8434
C21 5.2541 -0.0652 7.5413
O8 6.5404 -0.4317 7.1943
C22 7.3196 0.6491 6.7972
N4 5.0086 -1.8891 9.0706
H36 2.5328 -2.1152 7.9853
H37 2.5330 -0.5061 7.1236
H38 2.6725 -0.6445 8.8622
H39 4.6143 -2.0782 7.0720
H40 5.2630 0.6239 8.4118
H41 4.7300 0.5890 6.8115
H42 7.4142 1.3709 7.6287
H43 6.8461 1.2140 5.9767
H44 8.3362 0.3227 6.6064
H45 4.6521 -2.8318 9.2153
H46 4.6352 -1.3743 9.8544
C23 12.0343 -3.5873 9.8788
O9 11.2488 -3.6109 8.7563
C24 11.9991 -3.4354 7.5755
C25 11.1100 -3.6877 6.3941
N5 10.0294 -2.7435 6.2053
C26 9.3953 -2.9035 4.9077
C27 8.4940 -4.1136 4.7842
O10 7.3684 -3.9793 5.6480
C28 6.3744 -4.9366 5.3532
H47 12.6975 -4.4604 10.0434
H48 11.3756 -3.5240 10.7428
H49 12.6848 -2.6986 9.9081
H50 12.7938 -4.2119 7.5800
H51 12.5478 -2.4794 7.5976
H52 10.7291 -4.7127 6.4924
H53 11.7362 -3.7596 5.4688
H54 10.4053 -1.8130 6.3595
H55 10.1789 -2.8421 4.1115
H56 8.7952 -2.0128 4.6779
H57 9.0133 -5.0241 5.1320
H58 8.2128 -4.2341 3.7237
H59 6.7859 -5.9454 5.1887
H60 5.8201 -4.6233 4.4554
H61 5.7259 -4.9943 6.2276
C29 9.1807 -5.8686 11.1429
O11 8.4876 -4.6643 11.2190
C30 7.9520 -4.4764 12.4977
C31 7.5497 -3.0370 12.7540
N6 6.4905 -2.6131 11.8240
C32 6.0301 -1.2298 12.0618
C33 7.0273 -0.1142 12.0574
O12 7.2699 0.3290 10.7241
C34 7.8754 1.5892 10.8050
H62 10.1561 -5.7664 11.6689
H63 9.3526 -6.1836 10.1222
H64 8.7299 -6.6507 11.7831
H65 8.7781 -4.7088 13.1958
H66 7.1491 -5.2006 12.7437
H67 8.4720 -2.4865 12.5389
H68 7.2689 -2.9511 13.8195
H69 5.7454 -3.1779 12.2460
H70 5.5936 -1.2247 13.0917
H71 5.1511 -1.1712 11.4381
H72 7.9673 -0.4478 12.5111
H73 6.6732 0.7657 12.6095
H74 8.2445 1.8683 9.8103
H75 8.7257 1.7026 11.4816
H76 7.1228 2.3913 10.9644
C35 14.7012 0.0529 9.2091
O13 15.2572 0.4672 10.4375
C36 15.7237 -0.6188 11.1567
C37 16.2367 -0.1747 12.5110
N7 15.2440 0.5859 13.2636
C38 15.6107 0.3865 14.6681
C39 14.7529 1.1169 15.7433
O14 14.3168 2.4044 15.4706
C40 13.9736 2.9577 16.7211
H77 13.9609 0.8093 8.9281
H78 14.0736 -0.8466 9.2743
H79 15.4727 0.0228 8.4284
H80 16.4472 -1.3678 10.7790
H81 14.8304 -1.2495 11.3381
H82 17.2581 0.2246 12.3993
H83 16.5380 -1.0989 13.0700
H84 14.3331 0.1425 13.1576
H85 16.6442 0.6767 14.8797
H86 15.4519 -0.6726 14.9522
H87 15.2911 1.0917 16.7040
H88 13.9145 0.4060 15.8749
H89 13.1987 2.4005 17.2489
H90 13.7052 3.9972 16.5192
H91 14.9070 3.0725 17.2984
C41 11.6015 4.7052 14.9178
O15 12.4957 4.9525 13.8612
C42 12.1630 6.0838 13.1234
C43 13.0768 7.2694 13.3941
N8 14.4000 6.8320 13.7453
C44 14.4950 6.6090 15.1666
C45 15.8656 6.0356 15.5317
O16 16.0301 4.7387 15.0127
C46 17.3326 4.2867 15.4058
H92 11.5268 5.5690 15.5970
H93 11.9707 3.8335 15.4477
H94 10.6405 4.4911 14.4365
H95 11.1167 6.3608 13.3095
H96 12.2752 5.7765 12.0881
H97 12.6405 7.9015 14.1957
H98 13.0735 7.9613 12.5460
H99 15.0917 7.5373 13.5184
H100 13.6910 6.0184 15.5914
H101 14.4849 7.5777 15.7220
H102 15.8062 5.9915 16.6367
H103 16.6584 6.7180 15.2006
H104 18.1573 4.9102 15.0601
H105 17.3645 3.2663 15.0163
H106 17.2844 4.1721 16.5011

spin multiplicity: 1
E_LUMO: 3.937 eV
maximum force: 2.39 eV/A
total charge: -2
HOMO energy: -0.02806 Eh

3.
Entry from the OMol25 dataset: a cluster of 2 separate species, C3H3N2O2 in total at a distorted geometry (ωB97M-V with the def2-TZVPD basis set).

Element x y z (Å)
C1 2.0880 0.9036 1.4502
C2 -0.2575 -0.4250 0.0950
C3 -1.0408 0.0906 -1.1310
N1 -1.1474 -1.4465 0.7469
N2 -0.2647 -2.0374 0.1319
O1 1.6555 1.4537 2.3667
O2 2.9893 0.4048 0.8524
H1 -1.6957 1.0936 -0.8761
H2 -1.7986 -0.5383 -1.5637
H3 -0.5281 0.5010 -2.0722

energy above the lowest of the compared OMol25 structures with the same formula, charge and spin: 4.280 eV
spin multiplicity: 1
E_LUMO: 3.773 eV
maximum force: 3.78 eV/A
total charge: -1
HOMO energy: -0.10004 Eh

4.
Entry from the OMol25 dataset: a structure of composition C48H55FeN5S (ωB97M-V with the def2-TZVPD basis set).

Element x y z (Å)
Fe1 0.5315 0.7188 -0.5552
C1 2.6970 1.1257 5.1575
C2 2.8220 2.3571 4.2555
C3 1.8376 2.3314 3.1283
C4 0.6199 2.9285 3.0617
C5 -0.0274 3.8302 4.0663
C6 0.1491 5.3123 3.7216
C7 0.0568 2.5628 1.7880
N1 0.9178 1.7664 1.0735
C8 2.0053 1.6054 1.8953
C9 3.1399 0.8970 1.5763
C10 3.3473 0.2419 0.3848
C11 4.5960 -0.3779 0.0122
C12 5.8452 -0.3741 0.8359
C13 6.6074 0.9509 0.7299
C14 4.4185 -0.8771 -1.2363
C15 3.0554 -0.5854 -1.6025
C16 2.4643 -1.0083 -2.7685
C17 1.1539 -0.7661 -3.1094
N2 0.2791 -0.0007 -2.3743
C18 -0.9115 -0.0879 -3.0526
C19 -2.0819 0.5360 -2.6803
C20 -2.2176 1.3591 -1.5886
N3 -1.2327 1.6150 -0.6707
C21 -1.8037 2.4816 0.2213
C22 -1.2020 2.9309 1.3736
C23 -3.1645 2.7932 -0.1470
C24 -3.4285 2.0808 -1.2705
C25 -4.7078 1.9801 -2.0394
C26 -5.5059 0.7219 -1.6809
C27 -4.0789 3.6829 0.6351
C28 -4.7358 2.9598 1.8154
C29 -0.7830 -0.9014 -4.2306
C30 0.5125 -1.3114 -4.2754
C31 1.1596 -2.2104 -5.2816
C32 1.1278 -3.6785 -4.8465
C33 -1.8740 -1.1706 -5.2201
C34 -2.0600 -0.0186 -6.2133
N4 2.4131 0.1105 -0.6094
C35 5.4020 -1.6354 -2.0727
C36 5.3364 -3.1442 -1.8187
H1 3.4176 1.1620 5.9748
H2 2.8668 0.2080 4.5909
H3 1.6957 1.0667 5.5860
H4 3.8382 2.4225 3.8610
H5 2.6704 3.2621 4.8459
H6 0.4006 3.6313 5.0506
H7 -1.0925 3.5951 4.1458
H8 1.2062 5.5794 3.7097
H9 -0.3550 5.9470 4.4503
H10 -0.2571 5.5367 2.7343
H11 3.9491 0.8950 2.2938
H12 6.4883 -1.1929 0.5092
H13 5.6037 -0.5782 1.8820
H14 6.8834 1.1535 -0.3056
H15 7.5189 0.9265 1.3270
H16 5.9945 1.7845 1.0758
H17 3.0627 -1.5946 -3.4522
H18 -2.9447 0.4036 -3.3187
H19 -1.7715 3.5899 2.0149
H20 -4.4984 1.9897 -3.1115
H21 -5.3152 2.8646 -1.8418
H22 -4.9249 -0.1819 -1.8747
H23 -6.4270 0.6649 -2.2609
H24 -5.7707 0.7225 -0.6225
H25 -4.8538 4.0702 -0.0279
H26 -3.5275 4.5538 0.9966
H27 -5.3332 2.1163 1.4666
H28 -5.3897 3.6315 2.3715
H29 -3.9845 2.5696 2.5051
H30 2.1920 -1.8984 -5.4516
H31 0.6511 -2.1008 -6.2408
H32 1.6404 -3.8133 -3.8922
H33 1.6092 -4.3195 -5.5851
H34 0.0981 -4.0190 -4.7230
H35 -2.8127 -1.3629 -4.6944
H36 -1.6399 -2.0857 -5.7668
H37 -2.2809 0.9157 -5.6954
H38 -2.8759 -0.2268 -6.9053
H39 -1.1507 0.1365 -6.7951
H40 6.4079 -1.2687 -1.8602
H41 5.2273 -1.4331 -3.1309
H42 5.5479 -3.3705 -0.7728
H43 6.0599 -3.6777 -2.4352
H44 4.3424 -3.5338 -2.0466
N5 -0.1067 -0.7551 0.3315
S1 -1.4911 -0.8385 1.1163
C37 -1.1353 -1.4203 2.7531
C38 -0.6983 -2.7201 2.9856
C39 -0.3564 -3.0861 4.2752
C40 -0.4578 -2.1625 5.3115
C41 -0.8954 -0.8703 5.0663
C42 -1.2326 -0.4878 3.7750
C43 -2.3712 -2.2168 0.3973
C44 -3.4288 -2.7898 1.0920
C45 -4.1668 -3.7875 0.4778
C46 -3.8517 -4.1958 -0.8133
C47 -2.8005 -3.6049 -1.4967
C48 -2.0506 -2.6024 -0.8952
H45 0.4914 -1.5750 0.3544
H46 -0.6481 -3.4393 2.1767
H47 -0.0202 -4.0941 4.4772
H48 -0.1946 -2.4582 6.3185
H49 -0.9757 -0.1585 5.8771
H50 -1.5661 0.5209 3.5610
H51 -3.6701 -2.4696 2.0982
H52 -4.9894 -4.2479 1.0080
H53 -4.4323 -4.9764 -1.2861
H54 -2.5597 -3.9181 -2.5041
H55 -1.2396 -2.1191 -1.4254

spin multiplicity: 2
E_LUMO (alpha / beta): -3.193 / -3.447 eV
maximum force: 0.51 eV/A
total charge: +1
HOMO energy (alpha / beta): -0.33508 / -0.33348 Eh

5.
Entry from the OMol25 dataset: a cluster of 2 separate species, C4H5NO in total (ωB97M-V with the def2-TZVPD basis set).

Element x y z (Å)
C1 -1.8248 -0.2707 0.2139
C2 -0.5754 -0.9907 0.4484
N1 0.4253 -1.5469 0.5977
O1 1.5194 -2.0658 0.7389
H1 -2.4852 -0.8793 -0.4072
H2 -2.3360 -0.0406 1.1530
H3 -1.6079 0.6660 -0.3069
C3 1.9270 0.7905 -0.4163
C4 1.4626 1.8267 -0.8166
H4 2.3554 -0.1260 -0.0577
H5 1.1589 2.7801 -1.1863

energy above the lowest of the compared OMol25 structures with the same formula, charge and spin: 4.842 eV
spin multiplicity: 1
E_LUMO: 0.745 eV
maximum force: 0.80 eV/A
total charge: 0
HOMO energy: -0.35487 Eh

6.
Entry from the OMol25 dataset: the molecule C17H19BrN2OS at a distorted geometry (ωB97M-V with the def2-TZVPD basis set).

Element x y z (Å)
O1 -1.5230 -1.4424 -0.7520
C1 -1.2284 -0.5844 0.0637
C2 -0.8476 -0.9821 1.4871
C3 0.1542 -2.1440 1.7530
C4 0.2727 -2.6061 3.2125
N1 1.7458 -2.4730 3.6245
C5 2.5441 -3.2994 2.7701
C6 2.6184 -2.7845 1.2941
C7 1.5831 -1.6634 1.2442
C8 2.1204 -0.5760 2.1096
C9 2.0799 -1.0305 3.5834
N2 -0.8594 0.6951 -0.3665
C10 -1.2981 1.2273 -1.5715
C11 -1.0596 2.5413 -1.7436
C12 -1.5677 3.0481 -2.9470
C13 -1.5710 4.4513 -3.3925
C14 -2.1948 4.7432 -4.6178
C15 -2.6702 3.6337 -5.4003
C16 -2.6023 2.3083 -5.0366
Br1 -3.0869 0.9545 -6.2319
C17 -2.0958 1.9938 -3.7681
S1 -1.9890 0.4370 -3.0190
H1 -0.4641 -0.1217 2.0108
H2 -1.7794 -1.2139 2.0082
H3 -0.2502 -2.8852 1.1633
H4 -0.1856 -3.5745 3.2674
H5 -0.2735 -1.9249 3.9541
H6 1.9758 -4.2926 2.8168
H7 3.5349 -3.4694 3.2963
H8 2.5636 -3.6526 0.5628
H9 3.4948 -2.1727 1.1584
H10 1.5161 -1.3833 0.1681
H11 1.5689 0.3871 2.1158
H12 3.1312 -0.2369 1.9305
H13 3.0568 -0.7924 4.0567
H14 1.3493 -0.4132 4.0480
H15 -0.7912 1.3795 0.3548
H16 -0.4640 3.1625 -1.1327
H17 -1.0508 5.0580 -2.6567
H18 -2.3811 5.8448 -4.9969
H19 -3.0762 3.8534 -6.4207

spin multiplicity: 1
E_LUMO: 0.435 eV
maximum force: 3.23 eV/A
total charge: 0
HOMO energy: -0.29501 Eh

The lowest maximum force belongs to which entry?
C48H55FeN5S